No. 1
The following is a quantum chemistry calculation of a cluster of 15 separate species, H31O15 in total at a distorted geometry, from OMol25.

```
46
Properties=species:S:1:pos:R:3:forces:R:3:nbo_charge:R:1
O 2.592 -2.859 0.752 -0.476 0.596 -0.145 -0.97
H -2.070 -3.837 -0.968 -0.045 -0.045 0.165 0.47
H 1.772 -2.631 1.206 0.006 -0.286 0.057 0.45
O 0.289 2.037 -1.720 0.442 -0.096 -0.973 -0.97
H -1.100 3.466 0.777 0.176 -0.292 0.331 0.52
H 1.125 2.469 -1.949 0.039 0.258 0.692 0.50
O -1.616 -3.189 -0.420 -0.584 0.196 0.408 -0.97
H -0.202 -1.511 -4.244 -0.227 0.154 -0.129 0.49
H 2.575 -0.772 3.078 0.276 -0.526 -0.125 0.49
O 3.585 1.546 0.709 -0.281 -0.289 -0.181 -0.95
H -1.133 -1.011 0.568 -0.009 0.132 -0.337 0.50
H 3.750 0.624 0.930 0.045 -0.050 -0.118 0.47
O 0.126 -3.232 -2.289 1.084 0.390 -1.295 -0.96
H 0.684 -2.489 -2.557 0.084 0.277 0.289 0.47
H 0.640 -3.920 -2.728 -0.308 -0.720 0.326 0.50
O 0.145 -0.669 -3.923 -0.065 -0.185 0.296 -0.96
H -1.232 0.825 2.937 -2.088 -0.406 1.235 0.54
H -0.977 -2.812 -1.033 -0.028 -0.445 0.238 0.48
O -2.126 1.444 2.726 2.866 1.566 0.032 -0.85
H -0.112 0.426 -0.977 0.003 -0.395 -0.674 0.51
H -2.085 -1.616 1.546 -0.115 0.083 0.026 0.50
O -3.644 1.151 -1.481 -0.152 0.242 -0.072 -0.95
H 0.227 1.463 -2.503 -0.628 0.051 0.041 0.49
H -4.096 1.896 -1.888 0.186 0.231 -0.053 0.47
O -1.715 -0.761 1.295 0.000 -0.251 0.243 -1.01
H 1.080 -0.710 -4.130 0.314 0.074 -0.175 0.48
H -1.513 4.605 -0.967 -0.157 0.000 -0.546 0.49
O 2.437 -1.239 -1.391 -0.118 -1.170 -0.257 -1.02
H 1.908 -2.183 3.371 0.443 -0.075 -0.157 0.51
O -0.689 2.614 1.110 -0.299 0.087 -0.431 -0.92
H -0.737 2.042 0.331 0.258 0.054 -0.073 0.50
H -1.476 1.977 2.024 -0.662 0.828 0.570 0.50
O -0.098 -0.545 -0.944 0.343 -0.595 1.071 -0.99
H -4.353 0.504 -1.461 0.060 -0.431 0.177 0.48
H -0.258 -0.986 -1.783 -0.535 0.922 -0.491 0.51
O -1.181 4.876 -0.113 0.008 -0.063 0.551 -0.92
H -2.705 1.120 2.068 -1.274 -1.682 -0.967 0.52
H -0.228 4.754 -0.154 0.251 0.355 -0.240 0.48
O 1.825 -1.233 3.459 -0.629 0.667 0.267 -0.97
H 2.505 -2.307 -0.060 0.592 -0.521 0.405 0.49
H 0.383 -0.207 3.592 -0.113 -0.329 0.305 0.53
O -0.458 0.203 3.888 0.978 -0.331 -0.836 -0.94
H -0.470 0.211 4.841 -0.139 0.199 0.356 0.52
H 4.018 2.039 1.404 0.205 0.269 0.207 0.48
H 3.083 -0.636 -1.753 -0.404 0.586 0.145 0.50
H 1.526 -0.936 -1.175 0.677 0.968 -0.162 0.51
```
Positions in Å, forces in eV/Å.

## Properties
Net charge: +1
E_LUMO in eV: -2.80
E_tot in eV: -31209.912


No. 2
The following is a quantum chemistry calculation of a cluster of 16 separate species, H31O16 in total at a distorted geometry, from OMol25.

```
47
Properties=species:S:1:pos:R:3:forces:R:3:nbo_charge:R:1
O -1.216 2.015 0.233 1.188 -0.572 1.243 -0.98
H -1.676 2.192 1.076 0.279 -0.054 -0.628 0.46
H -3.624 -3.954 2.250 -0.186 0.008 0.317 0.47
O -0.049 1.056 -4.061 -2.040 -0.243 0.274 -0.95
H 0.310 1.747 -3.526 1.004 0.403 0.315 0.49
H -0.356 1.563 0.520 -1.534 0.545 -0.703 0.50
O 1.673 3.773 3.912 0.349 -1.345 0.545 -0.95
H 1.798 3.156 3.169 -0.241 0.375 0.067 0.48
H 1.685 3.113 4.647 -0.233 0.848 -0.656 0.47
O 1.768 1.067 -1.893 0.201 0.958 0.225 -1.02
H 1.123 0.737 -1.207 0.561 -0.123 -0.362 0.52
H 2.687 0.817 -1.681 -0.991 -0.011 0.101 0.47
O 1.680 -1.484 3.227 0.177 -0.334 0.471 -0.95
H 2.641 -1.422 3.243 -0.053 0.066 0.065 0.48
H 1.750 -0.684 -2.957 -1.051 1.481 -0.282 0.49
O 0.264 0.764 4.082 -0.713 -0.589 -1.123 -0.97
H 0.683 0.000 3.620 0.367 0.495 0.874 0.49
H -0.509 0.866 3.491 0.337 0.416 0.618 0.46
O 4.051 -1.809 -0.610 3.339 -1.419 1.422 -0.98
H 3.536 -2.385 -1.130 -1.399 0.218 -0.868 0.50
H 3.810 -0.949 -0.356 -1.490 1.102 -0.175 0.48
O -2.944 -0.339 1.487 0.659 -0.048 -0.600 -0.96
H -2.473 -1.068 1.911 -0.242 -0.061 -0.066 0.47
H -2.458 -0.215 0.641 -0.411 0.165 0.643 0.49
O 0.799 -3.876 0.664 1.820 -0.078 -1.652 -0.99
H 0.239 -4.176 1.357 -1.153 0.705 0.535 0.49
O -4.269 3.927 -1.369 -1.720 -2.113 -0.090 -0.95
H -4.243 3.282 -2.126 0.633 0.819 0.682 0.49
H -4.905 3.393 -0.805 1.174 1.236 -0.538 0.46
O -2.869 -3.657 1.744 -0.025 -0.248 -0.703 -0.94
H -3.115 -3.898 0.832 0.326 0.298 0.408 0.48
H 1.472 -1.232 2.331 -0.075 0.108 -0.906 0.49
O 2.188 -1.377 -2.516 2.069 -2.363 -1.518 -0.99
H -2.327 2.491 -3.400 1.401 0.162 -0.053 0.48
H 1.822 -1.521 -1.671 -1.183 0.375 1.497 0.48
O -0.757 -1.396 -2.727 -0.467 0.358 0.658 -0.96
H -0.155 -0.971 -2.089 -0.598 0.094 0.361 0.49
H -0.175 -1.983 -3.181 0.518 -0.714 -0.613 0.46
O 1.915 0.894 1.290 0.746 -0.465 -0.871 -1.03
H 1.682 0.357 0.439 -0.899 0.231 1.985 0.50
H 2.402 1.626 0.928 0.457 0.755 0.072 0.45
O 0.397 -0.369 -0.103 0.219 -1.044 -1.184 -1.31
H -0.242 -0.673 0.545 0.016 0.157 -0.037 0.44
H 0.634 -3.036 0.196 -0.735 -0.427 1.070 0.51
O -2.812 1.769 -3.048 -3.082 0.343 -0.350 -0.98
H 0.520 0.796 -4.755 1.163 0.025 -0.798 0.46
H -2.351 1.073 -2.624 1.519 -0.498 0.334 0.51
```
Positions in Å, forces in eV/Å.

## Properties
Net charge: -1
E_LUMO in eV: 2.44
E_tot in eV: -33264.202


No. 3
The following is a quantum chemistry calculation of a structure of composition H32InO16 at a distorted geometry, from OMol25.

```
49
Properties=species:S:1:pos:R:3:forces:R:3:nbo_charge:R:1
In -0.263 0.621 0.694 0.340 -0.396 -0.245 2.06
O 0.436 3.517 0.935 -0.432 -0.934 0.067 -0.93
H 0.203 4.305 0.443 -0.070 0.283 -0.315 0.50
H 1.205 3.770 1.445 0.154 0.088 0.187 0.49
O 0.034 1.888 3.387 0.028 -0.550 -0.824 -0.93
H -0.560 2.356 3.973 -0.617 0.109 0.066 0.51
H 0.906 2.054 3.745 0.430 -0.145 -0.008 0.50
O -1.400 2.555 -1.349 0.538 -0.772 0.670 -0.92
H -2.168 2.569 -1.921 -0.479 -0.249 -0.172 0.51
H -1.177 3.478 -1.225 0.190 0.263 0.041 0.49
O -2.571 2.180 1.829 0.896 -0.872 -0.226 -0.92
H -2.703 3.114 1.993 0.214 0.550 -0.048 0.51
H -3.447 1.843 1.643 -0.370 -0.253 -0.118 0.50
O 2.231 -0.976 -0.033 -0.904 0.485 0.897 -0.95
H 2.788 -1.500 0.542 0.062 -0.105 0.418 0.49
H 2.584 -1.125 -0.910 0.035 0.075 -1.231 0.53
O 1.249 -1.009 3.009 -0.455 0.200 -0.627 -0.95
H 1.067 -1.948 2.984 0.005 -0.323 0.110 0.48
H 1.921 -0.913 3.684 0.238 0.157 0.370 0.51
O 0.140 -3.285 -2.244 -0.086 -0.041 0.129 -0.95
H 0.047 -3.870 -2.996 0.112 -0.153 -0.504 0.51
H -0.026 -3.843 -1.484 0.340 -0.011 0.207 0.47
O -0.396 -0.685 -2.024 -0.247 1.431 1.067 -0.94
H -0.013 -1.557 -2.127 0.447 -1.135 0.219 0.52
H -0.703 -0.453 -2.900 -0.320 0.292 -0.014 0.49
O -0.416 -2.281 0.695 1.305 1.447 0.091 -0.94
H 0.232 -2.832 1.134 0.523 0.075 0.070 0.49
H -1.192 -2.837 0.619 -1.087 -0.269 -0.230 0.51
O -2.360 -3.598 -0.351 -0.106 -0.018 0.300 -0.96
H -3.009 -4.093 0.148 -0.515 -0.337 0.187 0.51
H -1.898 -4.260 -0.866 -0.079 -0.207 -0.478 0.51
O -2.852 -0.889 -0.059 0.566 1.123 0.295 -0.95
H -2.688 -1.808 -0.273 0.277 -0.574 -0.451 0.51
H -3.790 -0.851 0.129 -0.392 0.291 0.069 0.50
O 2.494 1.437 1.780 -0.899 0.058 -0.263 -0.93
H 2.702 2.347 1.995 0.243 0.292 -0.024 0.48
H 3.186 0.927 2.202 0.264 -0.409 0.005 0.51
O 0.656 1.829 -3.920 -0.124 -0.216 0.042 -0.96
H 0.673 2.417 -4.675 0.187 0.359 -0.283 0.51
H 0.013 1.159 -4.151 -0.074 -0.121 -0.210 0.48
O 2.981 -0.937 -2.803 -0.285 0.021 0.417 -0.97
H 3.252 -1.254 -3.665 0.219 -0.322 -0.211 0.50
H 2.967 0.016 -2.892 0.018 0.280 -0.059 0.48
O -1.793 -0.790 2.817 0.540 0.565 -0.503 -0.93
H -2.673 -1.153 2.921 -0.483 0.047 -0.228 0.51
H -1.282 -1.196 3.517 0.436 0.110 0.326 0.50
O 1.621 1.733 -1.475 -0.202 -0.439 1.476 -0.95
H 1.306 1.697 -2.378 -0.762 0.073 -0.951 0.51
H 2.490 2.130 -1.540 0.378 0.176 0.498 0.50
```
Positions in Å, forces in eV/Å.

## Properties
Net charge: +3
E_LUMO in eV: -14.67
E_tot in eV: -38423.720